{"formula": "C28H32BrCl28FI3N2O2S", "method": "ωB97M-V/def2-TZVPD", "lumo_ev": -3.5, "charge": 1, "homo_lumo_gap_ev": 7.438, "energy_ev": -495143.539, "multiplicity": 1, "elements": ["C", "C", "I", "C", "I", "N", "C", "F", "C", "C", "O", "I", "C", "C", "C", "C", "O", "N", "C", "C", "C", "C", "C", "C", "C", "C", "S", "C", "Cl", "Br", "H", "H", "H", "H", "H", "H", "H", "H", "H", "H", "H", "H", "H", "H", "H", "H", "H", "H", "H", "H", "H", "H", "H", "C", "Cl", "Cl", "Cl", "H", "C", "Cl", "Cl", "Cl", "H", "C", "Cl", "Cl", "Cl", "H", "C", "Cl", "Cl", "Cl", "H", "C", "Cl", "Cl", "Cl", "H", "C", "Cl", "Cl", "Cl", "H", "C", "Cl", "Cl", "Cl", "H", "C", "Cl", "Cl", "Cl", "H", "C", "Cl", "Cl", "Cl", "H"], "coordinates": [[3.204, -5.617, -0.642], [3.510, -4.412, -1.623], [5.640, -4.522, -2.061], [3.116, -2.978, -1.009], [2.373, -3.061, 1.034], [2.269, -2.162, -1.941], [2.044, -0.702, -1.637], [2.227, -0.140, -2.956], [3.119, 0.078, -0.814], [4.474, 0.328, -1.565], [5.428, -0.375, -1.369], [4.800, 1.953, -2.980], [0.522, -0.296, -1.376], [0.091, -0.043, 0.110], [-1.187, 0.902, 0.256], [-1.981, 0.376, 1.497], [-1.472, 0.553, 2.581], [-3.275, -0.266, 1.444], [-3.169, -1.723, 1.441], [-2.007, -2.410, 2.036], [-1.983, -3.860, 1.935], [-3.046, -4.620, 1.302], [-4.228, -3.950, 0.742], [-4.250, -2.488, 0.828], [-0.184, -1.470, -2.211], [-1.558, -1.880, -1.542], [-0.765, -0.868, -3.886], [0.949, -2.654, -2.422], [0.178, -4.115, -1.699], [0.854, -2.992, -4.384], [3.869, -5.593, 0.259], [3.492, -6.553, -1.202], [2.120, -5.724, -0.396], [2.947, -4.629, -2.564], [4.103, -2.437, -0.930], [2.849, -2.143, -2.808], [3.381, -0.392, 0.174], [2.695, 1.089, -0.562], [0.275, 0.650, -1.931], [0.919, 0.490, 0.658], [-0.082, -0.985, 0.697], [-1.786, 0.984, -0.686], [-0.860, 1.951, 0.501], [-3.691, 0.000, 0.539], [-1.163, -1.869, 2.509], [-1.101, -4.404, 2.346], [-2.991, -5.726, 1.231], [-5.060, -4.526, 0.276], [-5.134, -1.929, 0.411], [-2.180, -0.941, -1.498], [-1.428, -2.208, -0.482], [-2.158, -2.615, -2.129], [-2.145, -0.959, -3.854], [4.779, 6.064, -4.915], [4.870, 6.496, -6.623], [5.697, 4.580, -4.600], [5.373, 7.384, -3.905], [3.740, 5.881, -4.663], [0.606, 2.868, 4.117], [0.875, 1.522, 5.224], [-0.037, 4.270, 4.975], [2.103, 3.287, 3.269], [-0.128, 2.555, 3.379], [0.280, -8.505, 0.702], [0.512, -9.767, -0.509], [1.787, -8.186, 1.567], [-0.330, -7.023, -0.053], [-0.459, -8.850, 1.418], [6.929, -0.703, 2.125], [6.971, 0.023, 3.733], [8.480, -1.451, 1.737], [5.619, -1.891, 2.013], [6.739, 0.082, 1.400], [7.910, -0.452, -4.067], [8.086, -1.728, -5.277], [9.425, -0.205, -3.196], [7.374, 1.055, -4.823], [7.152, -0.761, -3.352], [-4.147, 5.087, 4.178], [-3.889, 3.530, 3.379], [-3.127, 6.335, 3.453], [-5.851, 5.548, 4.103], [-3.869, 4.983, 5.222], [-8.331, -1.299, -0.845], [-8.110, -2.523, -2.098], [-6.827, -1.063, 0.065], [-8.877, 0.224, -1.550], [-9.093, -1.649, -0.155], [-7.196, 6.947, 0.952], [-6.939, 5.389, 0.157], [-6.174, 8.192, 0.228], [-8.898, 7.413, 0.871], [-6.920, 6.846, 1.996], [-3.630, 10.224, 4.138], [-4.518, 9.856, 2.655], [-3.368, 11.964, 4.292], [-4.492, 9.599, 5.550], [-2.662, 9.737, 4.086]], "forces_ev_per_a": [[0.652, -0.583, -0.908], [-1.203, -0.648, 0.942], [-0.666, 0.378, -0.062], [1.882, -1.106, 0.701], [-0.108, 0.261, -0.682], [0.150, -0.135, -0.579], [0.191, 4.155, -0.724], [-0.130, -0.995, 0.646], [0.103, 0.289, 0.704], [0.627, -0.500, -0.229], [-0.881, 0.129, 0.111], [-1.182, -0.423, 1.256], [0.137, -1.299, -0.246], [0.103, -0.013, 0.525], [-0.173, -0.005, -0.155], [0.057, 0.981, 0.973], [0.012, -0.311, -0.624], [1.171, -0.431, -1.882], [0.385, -2.209, 0.514], [-2.102, -1.248, -1.345], [-1.022, 0.753, -0.638], [-0.742, 1.593, -0.233], [2.478, 1.638, 1.339], [0.997, -0.849, 0.428], [-1.626, 0.644, 0.321], [0.024, 0.447, 0.649], [-0.997, 1.828, 0.357], [-4.514, -0.214, -1.270], [1.617, 0.362, 0.150], [2.611, -1.677, 0.704], [-0.816, 0.128, -0.689], [-0.300, 0.899, 0.534], [0.951, 0.351, -0.051], [0.560, 0.464, 0.603], [-1.278, -0.104, 0.041], [-0.221, 0.132, 0.273], [-0.272, 0.212, -0.983], [0.148, -1.001, -0.465], [0.975, -0.862, 0.402], [-0.688, -0.616, -0.627], [0.233, 0.768, -0.785], [0.415, -0.313, 0.773], [-0.299, -1.085, -0.162], [-0.101, -0.191, 0.572], [-0.868, -0.397, -0.278], [-0.872, 0.464, -0.361], [0.097, 0.942, 0.172], [0.822, 0.643, 0.452], [1.999, -1.175, 0.678], [0.694, -0.918, -0.090], [-0.136, -0.042, -0.989], [0.773, 0.423, 0.499], [1.026, -0.079, 0.663], [-0.045, 0.273, -0.101], [-0.036, -0.086, 0.134], [0.148, 0.152, -0.143], [-0.066, -0.145, -0.035], [0.128, -0.020, -0.017], [-0.151, -0.048, 0.067], [-0.010, 0.041, -0.081], [0.025, -0.045, -0.068], [-0.031, -0.026, -0.072], [0.072, -0.025, 0.103], [0.176, -0.227, -0.063], [-0.051, 0.125, 0.110], [-0.109, 0.017, -0.004], [-0.131, -0.001, 0.088], [0.063, 0.084, -0.079], [0.294, 0.064, 0.114], [-0.065, -0.036, -0.151], [-0.150, 0.061, -0.036], [-0.045, 0.075, -0.073], [0.001, -0.118, 0.051], [0.086, 0.016, 0.011], [-0.078, 0.036, 0.085], [-0.144, -0.019, -0.004], [0.558, -0.232, -0.415], [0.079, 0.061, -0.047], [0.035, 0.059, -0.095], [0.025, 0.019, 0.079], [-0.054, -0.067, 0.038], [0.087, -0.043, 0.106], [-0.041, -0.001, -0.115], [-0.196, 0.178, -0.243], [0.010, 0.036, 0.124], [-1.255, 0.515, -0.230], [0.033, -0.121, 0.092], [0.128, 0.031, -0.034], [-0.091, 0.079, -0.049], [0.027, 0.029, 0.085], [-0.040, -0.086, -0.026], [0.108, -0.038, 0.040], [0.004, 0.013, -0.135], [-0.070, 0.097, -0.004], [0.087, -0.035, 0.119], [0.034, -0.116, -0.007], [0.071, -0.027, -0.063], [-0.112, 0.047, 0.017]]}

{"formula": "C28H32Cl2N2O6TeTl", "method": "ωB97M-V/def2-TZVPD", "lumo_ev": [4.0, 4.0], "charge": -2, "homo_lumo_gap_ev": [3.840, 5.538], "energy_ev": -81850.680, "multiplicity": 2, "elements": ["Tl", "O", "C", "O", "C", "C", "C", "C", "C", "N", "C", "O", "O", "H", "H", "H", "H", "H", "Cl", "C", "Cl", "H", "H", "C", "C", "O", "N", "Te", "C", "C", "C", "C", "C", "C", "C", "C", "C", "C", "C", "C", "C", "C", "C", "C", "C", "C", "H", "H", "H", "H", "H", "H", "H", "H", "H", "H", "H", "H", "H", "H", "H", "H", "H", "H", "H", "H", "H", "H", "H", "H", "H", "O"], "coordinates": [[0.216, -0.115, 0.299], [-1.906, -3.752, 2.734], [-1.136, -2.898, 1.936], [-1.445, -1.706, 1.929], [-0.081, -3.573, 1.254], [0.132, -4.972, 1.445], [1.159, -5.598, 0.813], [1.998, -4.838, -0.050], [1.700, -3.480, -0.209], [0.727, -2.841, 0.407], [2.493, -2.620, -1.170], [3.470, -3.248, -1.883], [2.295, -1.455, -1.346], [-2.557, -3.144, 3.103], [-0.534, -5.513, 2.100], [1.335, -6.658, 0.959], [2.829, -5.328, -0.541], [3.451, -4.180, -1.659], [-3.283, 1.017, 0.195], [-2.971, 2.728, 0.476], [-1.262, 3.061, 0.816], [-3.547, 3.047, 1.337], [-3.240, 3.288, -0.415], [-1.568, -0.901, -3.534], [-1.305, -0.812, -2.020], [-1.830, -1.700, -1.310], [-0.513, 0.177, -1.634], [1.226, 1.662, -3.014], [2.741, 2.911, -3.994], [4.099, 2.757, -3.681], [4.628, 1.772, -2.662], [5.062, 3.533, -4.338], [4.725, 4.461, -5.304], [5.771, 5.297, -5.995], [3.378, 4.599, -5.625], [2.397, 3.845, -4.993], [0.963, 4.065, -5.396], [0.270, 3.444, -2.309], [1.005, 4.396, -1.592], [2.379, 4.141, -1.029], [0.425, 5.634, -1.298], [-0.878, 5.934, -1.641], [-1.496, 7.264, -1.296], [-1.621, 4.951, -2.287], [-1.074, 3.719, -2.624], [-1.948, 2.699, -3.288], [-2.202, -1.764, -3.736], [-0.621, -1.009, -4.069], [-2.052, -0.002, -3.917], [3.847, 1.198, -2.171], [5.203, 2.294, -1.893], [5.302, 1.061, -3.147], [6.108, 3.398, -4.072], [6.769, 5.057, -5.626], [5.599, 6.364, -5.828], [5.762, 5.132, -7.075], [3.084, 5.315, -6.388], [0.906, 4.693, -6.288], [0.393, 4.548, -4.597], [0.469, 3.112, -5.597], [2.645, 3.088, -1.078], [2.396, 4.436, 0.022], [3.143, 4.715, -1.561], [1.011, 6.362, -0.744], [-0.778, 7.908, -0.787], [-2.358, 7.136, -0.637], [-1.842, 7.786, -2.192], [-2.660, 5.147, -2.542], [-2.943, 3.104, -3.486], [-2.022, 1.818, -2.645], [-1.505, 2.358, -4.227], [1.276, 0.376, 1.823]], "forces_ev_per_a": [[0.167, 0.206, -0.300], [0.082, 0.046, -0.069], [-0.193, 0.337, 0.087], [0.222, -0.401, -0.168], [-0.070, 0.129, 0.059], [0.022, -0.025, -0.013], [0.043, 0.073, -0.052], [0.000, -0.100, 0.014], [-0.031, 0.088, -0.005], [-0.002, -0.231, -0.034], [-0.255, 0.068, 0.133], [0.039, 0.229, -0.072], [0.207, 0.119, -0.080], [-0.048, 0.058, 0.026], [0.005, -0.011, 0.004], [0.004, 0.001, -0.004], [0.006, -0.024, 0.018], [-0.022, -0.229, 0.056], [-0.045, -0.034, -0.003], [0.163, 0.075, -0.008], [-0.175, -0.014, 0.098], [-0.012, 0.020, -0.017], [-0.001, -0.025, -0.007], [0.000, 0.026, 0.006], [0.050, -0.181, -0.057], [-0.014, 0.104, -0.033], [-0.030, -0.067, 0.136], [-0.225, -0.246, 0.179], [0.162, 0.087, -0.003], [0.028, -0.025, -0.069], [-0.033, 0.003, -0.017], [-0.029, 0.003, 0.021], [-0.026, -0.001, -0.009], [-0.009, -0.012, 0.003], [0.025, 0.029, 0.006], [-0.087, 0.064, 0.028], [0.006, 0.046, -0.009], [0.030, 0.028, 0.024], [-0.028, -0.144, 0.057], [0.036, 0.036, -0.040], [-0.024, -0.055, 0.050], [-0.034, -0.024, -0.033], [-0.005, -0.009, -0.008], [0.023, 0.022, 0.018], [0.041, -0.001, 0.021], [0.005, -0.032, -0.019], [0.001, 0.006, 0.004], [-0.009, 0.009, 0.011], [-0.024, 0.061, -0.013], [-0.038, 0.015, 0.017], [-0.010, -0.002, -0.001], [0.007, -0.008, 0.005], [0.004, 0.002, 0.002], [0.003, 0.001, -0.001], [0.003, -0.001, -0.001], [0.003, 0.003, -0.001], [-0.002, -0.002, 0.001], [-0.006, 0.001, -0.025], [0.071, -0.014, -0.079], [-0.012, -0.009, -0.004], [0.000, -0.015, 0.014], [0.014, 0.031, -0.007], [0.002, -0.034, -0.036], [0.004, -0.007, -0.004], [0.000, 0.000, -0.001], [0.001, 0.002, 0.002], [0.000, -0.001, 0.004], [0.002, 0.008, 0.001], [0.007, -0.004, 0.006], [-0.012, -0.032, 0.000], [-0.001, -0.009, -0.012], [0.029, -0.008, 0.207]]}

{"formula": "C28H32Cl5HfN3O4", "method": "ωB97M-V/def2-TZVPD", "lumo_ev": 4.1, "charge": -2, "homo_lumo_gap_ev": 5.353, "energy_ev": -106141.717, "multiplicity": 1, "elements": ["Hf", "N", "C", "C", "C", "O", "O", "H", "H", "H", "H", "H", "H", "Cl", "C", "C", "Cl", "C", "Cl", "C", "O", "C", "O", "C", "Cl", "Cl", "C", "H", "H", "N", "C", "C", "C", "C", "C", "C", "H", "H", "H", "H", "H", "H", "H", "C", "C", "C", "C", "C", "C", "C", "C", "C", "C", "C", "C", "N", "H", "H", "H", "H", "H", "H", "H", "H", "H", "H", "H", "H", "H", "H", "H", "H", "H"], "coordinates": [[0.481, -0.437, -0.068], [2.942, 1.140, 1.009], [4.224, 1.214, 0.317], [4.474, -0.097, -0.427], [3.303, -0.382, -1.381], [3.377, -0.004, -2.539], [2.306, -1.006, -0.841], [2.771, 1.959, 1.579], [2.911, 0.331, 1.621], [5.069, 1.412, 0.994], [4.188, 2.033, -0.408], [4.554, -0.915, 0.294], [5.394, -0.028, -1.007], [-2.804, 1.922, 5.542], [-1.638, 1.164, 4.508], [-0.482, 0.621, 5.039], [-0.182, 0.696, 6.746], [0.448, 0.009, 4.187], [1.907, -0.687, 4.825], [0.244, -0.070, 2.814], [1.070, -0.651, 1.982], [-0.940, 0.519, 2.262], [-1.086, 0.458, 0.964], [-1.862, 1.105, 3.124], [-3.304, 1.765, 2.429], [-0.890, 2.293, -1.496], [0.712, 1.462, -1.275], [1.345, 2.220, -0.815], [1.081, 1.301, -2.289], [-3.567, 0.423, -1.190], [-4.699, -0.074, -0.624], [-5.973, 0.385, -0.996], [-7.113, -0.159, -0.429], [-7.025, -1.174, 0.514], [-5.764, -1.638, 0.882], [-4.618, -1.105, 0.328], [-2.673, 0.183, -0.785], [-3.594, 1.280, -1.709], [-6.048, 1.175, -1.735], [-8.088, 0.212, -0.728], [-7.920, -1.595, 0.956], [-5.678, -2.427, 1.620], [-3.635, -1.467, 0.609], [1.320, -3.533, 0.990], [-0.135, -4.017, 0.871], [-1.125, -3.239, 1.749], [-0.521, -4.100, -0.599], [-0.600, -5.383, -1.120], [-0.879, -5.638, -2.452], [-1.068, -4.538, -3.276], [-0.999, -3.230, -2.824], [-1.278, -2.176, -3.893], [-2.752, -1.758, -3.840], [-0.372, -0.943, -3.898], [-0.722, -2.931, -1.435], [-0.689, -1.668, -0.968], [1.629, -3.430, 2.033], [1.458, -2.579, 0.488], [1.979, -4.246, 0.489], [-0.148, -5.043, 1.256], [-1.301, -2.245, 1.350], [-0.753, -3.158, 2.775], [-2.086, -3.759, 1.771], [-0.430, -6.222, -0.448], [-0.938, -6.649, -2.837], [-1.280, -4.706, -4.330], [-1.117, -2.687, -4.850], [-2.961, -1.282, -2.883], [-3.403, -2.630, -3.944], [-2.990, -1.046, -4.640], [-0.601, -0.308, -3.048], [-0.530, -0.374, -4.821], [0.683, -1.221, -3.837]], "forces_ev_per_a": [[0.123, -0.049, -0.604], [0.235, 0.038, 0.107], [-0.012, -0.022, -0.004], [-0.277, -0.047, -0.023], [0.625, 0.102, -0.010], [-0.106, -0.089, 0.051], [0.651, -0.071, -0.361], [-0.017, 0.016, -0.018], [-0.100, 0.033, 0.072], [0.017, -0.010, -0.042], [-0.021, -0.011, -0.005], [0.022, 0.013, 0.009], [0.013, 0.003, -0.008], [-0.045, 0.022, 0.027], [0.103, -0.064, -0.043], [-0.080, 0.033, -0.083], [0.030, -0.006, 0.042], [0.047, -0.040, 0.001], [0.031, -0.024, -0.016], [-0.211, 0.105, 0.356], [-0.186, -0.053, 0.346], [-0.104, 0.095, 0.309], [-0.324, 0.284, 0.810], [-0.036, 0.052, -0.035], [0.026, -0.001, -0.011], [-0.284, 0.433, -0.278], [-0.152, 0.479, -0.556], [0.040, -0.035, 0.047], [0.049, -0.054, 0.024], [-0.028, -0.132, 0.089], [-0.068, -0.001, -0.034], [0.056, 0.034, 0.012], [0.005, -0.049, 0.038], [-0.077, -0.010, 0.019], [-0.017, 0.032, -0.016], [0.056, -0.009, -0.020], [0.069, 0.029, -0.001], [0.015, 0.053, 0.032], [-0.022, -0.003, 0.004], [0.014, 0.023, -0.017], [0.012, 0.001, -0.001], [0.032, -0.005, -0.009], [-0.013, -0.013, 0.017], [-0.345, -0.145, 0.101], [0.048, 0.195, -0.036], [0.121, -0.097, -0.079], [-0.049, 0.172, 0.035], [-0.039, -0.075, -0.047], [-0.005, 0.007, -0.030], [0.023, -0.127, -0.003], [0.169, 0.146, 0.028], [-0.080, 0.126, 0.128], [0.102, -0.038, 0.028], [-0.012, -0.166, 0.009], [-0.491, -0.518, -0.422], [0.291, -0.713, -0.011], [0.008, 0.108, -0.022], [0.238, -0.346, 0.138], [0.014, 0.015, -0.031], [0.032, -0.034, -0.071], [-0.051, 0.123, 0.041], [0.001, 0.039, -0.010], [-0.004, -0.010, -0.012], [-0.005, 0.026, 0.024], [0.002, 0.005, 0.010], [0.003, 0.040, -0.002], [-0.010, -0.016, 0.002], [-0.060, 0.039, 0.005], [-0.013, 0.017, -0.005], [0.004, 0.013, 0.014], [0.019, 0.095, -0.025], [-0.001, -0.009, -0.005], [0.001, 0.044, 0.033]]}